1.
{
  "formula": "C53H39BrClN12O3SeSn",
  "method": "ωB97M-V with the def2-TZVPD basis set",
  "charge": 1,
  "homo_energy_ha": -0.3425,
  "e_above_lowest_kj_mol": 0.0,
  "elements": ["Sn", "Cl", "C", "C", "C", "C", "O", "C", "C", "N", "C", "C", "C", "C", "C", "C", "C", "C", "N", "C", "C", "H", "H", "H", "H", "H", "H", "H", "H", "H", "H", "N", "C", "C", "N", "C", "C", "N", "C", "C", "N", "H", "H", "H", "H", "H", "H", "Se", "N", "C", "C", "C", "C", "C", "N", "C", "C", "N", "C", "C", "C", "C", "C", "N", "H", "H", "H", "H", "H", "H", "C", "O", "C", "C", "C", "C", "C", "C", "N", "C", "C", "C", "C", "C", "C", "C", "O", "H", "H", "H", "H", "H", "H", "H", "H", "H", "H", "H", "H", "H", "Br", "C", "C", "C", "C", "N", "C", "H", "H", "H", "H"],
  "coordinates": [[0.33412, 0.43242, -0.29729], [0.68170, 7.97194, -1.37409], [0.93253, 6.25442, -1.35224], [1.28148, 5.59374, -2.53492], [1.43137, 4.23305, -2.53313], [1.23370, 3.44510, -1.36536], [1.35920, 2.16690, -1.43616], [0.97800, 4.15267, -0.15503], [1.08350, 3.50628, 1.11725], [1.03971, 2.23881, 1.33155], [1.41333, 1.75075, 2.58540], [1.15886, 2.39153, 3.77834], [1.67404, 1.90991, 4.99227], [2.45065, 0.78643, 5.02178], [2.69578, 0.07023, 3.82998], [3.48542, -1.09991, 3.80105], [3.66532, -1.74929, 2.61397], [3.01475, -1.25781, 1.46739], [2.28547, -0.17162, 1.44688], [2.13639, 0.51998, 2.60399], [0.81126, 5.54992, -0.18399], [1.42853, 6.16525, -3.44167], [1.68207, 3.70638, -3.44549], [1.33777, 4.18023, 1.94309], [0.55418, 3.28876, 3.79010], [1.47192, 2.45215, 5.90614], [2.87726, 0.42821, 5.94976], [3.93937, -1.45399, 4.71793], [4.28894, -2.62968, 2.54523], [3.12565, -1.78555, 0.53016], [0.57987, 6.08019, 0.73216], [-1.42092, 0.10869, -4.78440], [-0.21115, 0.59758, -5.20739], [0.58451, 0.63443, -4.10073], [-0.11114, 0.18163, -3.01933], [-1.31818, -0.12587, -3.44714], [-2.37047, -0.59329, -2.57181], [-2.22149, -0.71665, -1.27123], [-3.42889, -1.12295, -0.78289], [-4.32344, -1.25865, -1.80236], [-3.63943, -0.92121, -2.94126], [-2.22247, -0.01668, -5.37691], [-0.03141, 0.86703, -6.23197], [1.60455, 0.96288, -4.00701], [-3.59194, -1.27392, 0.26950], [-5.35556, -1.55801, -1.81102], [-4.03632, -0.90929, -3.86429], [-5.67373, 6.25128, 2.27324], [-5.18864, 4.69915, 2.94680], [-4.29056, 4.17254, 2.14958], [-3.63757, 2.90281, 2.37644], [-3.88424, 2.14737, 3.52371], [-3.19736, 0.96845, 3.69565], [-2.27629, 0.59519, 2.72056], [-2.05070, 1.27467, 1.60917], [-2.73094, 2.41347, 1.41488], [-2.52064, 3.14425, 0.15609], [-1.84763, 2.53079, -0.82850], [-1.68601, 3.17451, -1.97018], [-2.10928, 4.48323, -2.19323], [-2.80511, 5.12360, -1.19846], [-3.06861, 4.42786, -0.01584], [-3.96302, 4.95540, 0.98948], [-4.59623, 6.09941, 0.88889], [-4.58978, 2.51570, 4.25584], [-3.35753, 0.34836, 4.56635], [-1.69169, -0.30310, 2.85161], [-1.19515, 2.62187, -2.76305], [-1.89313, 4.96517, -3.13484], [-3.17610, 6.13423, -1.30070], [-1.56399, -5.44699, -2.12076], [-0.33805, -6.17435, -2.09585], [0.46538, -5.86011, -1.02061], [0.29562, -6.43557, 0.22207], [1.16135, -6.10277, 1.25489], [2.17409, -5.18204, 1.04475], [2.37491, -4.63398, -0.21073], [1.53322, -4.98742, -1.25467], [1.78920, -4.71477, -2.60396], [2.67343, -3.90789, -3.18159], [3.17739, -2.66226, -2.82838], [4.38688, -2.29765, -3.51324], [4.95632, -1.08035, -3.37679], [4.31013, -0.10256, -2.57837], [3.14540, -0.36759, -1.94169], [2.50330, -1.66211, -1.98045], [1.41474, -1.82783, -1.37329], [-2.19599, -5.72241, -1.27537], [-2.06605, -5.72187, -3.04619], [-1.38042, -4.36689, -2.09706], [-0.48978, -7.16492, 0.36360], [1.04950, -6.58012, 2.21858], [2.83284, -4.91054, 1.85867], [3.22305, -3.99369, -0.40010], [1.34902, -5.40913, -3.19573], [3.04669, -4.30906, -4.11993], [4.86972, -3.06152, -4.11160], [5.88747, -0.84267, -3.87036], [4.76360, 0.87644, -2.48787], [2.63882, 0.38786, -1.35115], [-3.56909, -3.62242, 2.06300], [-1.94911, -2.80691, 2.61458], [-1.63017, -2.79205, 3.96078], [-0.45825, -2.15840, 4.34226], [0.32393, -1.56814, 3.36007], [0.01465, -1.59262, 2.06702], [-1.09916, -2.21165, 1.69019], [-2.28008, -3.25723, 4.68933], [-0.16698, -2.11606, 5.38269], [1.22874, -1.03700, 3.62770], [-1.31061, -2.20208, 0.62736]]
}

***

2.
{
  "formula": "C11H11NO2",
  "method": "ωB97M-V with the def2-TZVPD basis set",
  "homo_energy_ha": -0.2897,
  "e_above_lowest_kj_mol": 472.7,
  "elements": ["C", "C", "C", "C", "C", "C", "C", "C", "C", "C", "C", "N", "O", "O", "H", "H", "H", "H", "H", "H", "H", "H", "H", "H", "H"],
  "coordinates": [[3.23911, 1.00755, -0.39936], [3.18915, -0.39164, -0.28733], [2.05780, 1.75929, -0.09608], [2.05154, -1.04591, 0.05693], [0.86394, 1.08218, 0.20442], [0.90105, -0.34874, 0.35755], [-0.49311, 1.59780, 0.58670], [-2.99626, 0.38128, -1.52070], [-1.76798, 0.25791, -1.19814], [-1.25516, 0.26039, 0.70692], [-0.65576, -2.16935, 0.96555], [-0.31732, -0.82528, 0.68743], [-0.99189, 2.69817, 0.70749], [-2.45927, 0.09412, 1.35736], [4.12552, 1.47849, -0.52287], [3.92961, -1.05117, -0.55190], [2.08901, 2.85197, -0.09152], [2.11081, -2.03170, -0.18588], [-3.49593, 0.44096, -2.52329], [-3.77128, 0.84523, -0.83372], [-0.96642, -0.30114, -1.68843], [-0.24058, -2.69309, 1.91263], [-1.75912, -2.10708, 1.14102], [-0.45780, -2.68855, 0.11028], [-2.92966, 0.89831, 1.10494]]
}

***

Question: What is the formula in the second record?
Answer: C11H11NO2

***

Question: Which formula does entry 2 have?
Answer: C11H11NO2